{"formula": "C20H22N4O5PdS", "method": "ωB97M-V with the def2-TZVPD basis set", "total_energy_ev": -51610.58407, "total_charge": -2, "relative_energy_kj_mol": 8.5, "elements": ["Pd", "C", "C", "C", "C", "C", "C", "C", "S", "O", "O", "N", "C", "C", "C", "C", "C", "N", "H", "H", "H", "H", "H", "H", "H", "H", "H", "H", "H", "C", "N", "C", "C", "C", "O", "N", "C", "O", "H", "H", "H", "H", "H", "C", "O", "C", "C", "H", "H", "H", "H", "H", "H"], "positions_angstrom": [[2.683, 2.062, -0.488], [0.829, -0.491, 6.097], [1.424, -0.862, 4.763], [1.708, -2.188, 4.450], [2.264, -2.528, 3.225], [2.552, -1.537, 2.298], [2.267, -0.210, 2.590], [1.706, 0.117, 3.815], [3.314, -1.967, 0.730], [2.880, -3.334, 0.474], [4.741, -1.806, 0.936], [2.832, -0.872, -0.266], [1.512, -0.693, -0.591], [0.527, -1.702, -0.619], [-0.762, -1.387, -0.990], [-1.096, -0.084, -1.349], [-0.086, 0.850, -1.294], [1.174, 0.578, -0.919], [0.370, -1.356, 6.578], [0.066, 0.281, 5.986], [1.593, -0.100, 6.774], [1.476, -2.967, 5.169], [2.463, -3.560, 2.966], [2.466, 0.559, 1.849], [1.469, 1.154, 4.028], [0.813, -2.710, -0.361], [-1.523, -2.158, -1.014], [-2.102, 0.177, -1.655], [-0.273, 1.885, -1.552], [-6.049, -2.426, -3.641], [-6.030, -0.991, -3.787], [-6.820, -0.346, -4.692], [-6.777, 0.986, -4.822], [-5.853, 1.761, -3.970], [-5.815, 2.994, -4.090], [-5.072, 1.079, -3.090], [-5.131, -0.250, -2.962], [-4.451, -0.929, -2.182], [-6.785, -2.840, -4.333], [-6.307, -2.711, -2.620], [-5.068, -2.853, -3.855], [-7.472, -0.979, -5.285], [-7.398, 1.508, -5.535], [5.401, 1.439, 0.791], [5.258, 2.845, 0.509], [4.099, 3.233, -0.015], [4.170, 4.730, -0.158], [4.875, 1.199, 1.714], [6.469, 1.262, 0.911], [4.983, 0.836, -0.011], [5.200, 5.094, -0.246], [3.721, 5.158, 0.744], [3.565, 5.051, -1.002]]}